<a>
Here is a cluster of 2 separate species, C12H17N in total from OMol25. Energies are from ωB97M-V with the def2-TZVPD basis set.

Properties
Charge   +1
Multiplicity   2
Frontier orbital gap (spin up / spin down)   9.42 / 6.37 eV
LUMO (spin up / spin down)   -3.711 / -7.123 eV
E_HOMO (spin up / spin down)   -0.48252 / -0.49581 Ha

XYZ file:
```
30
C12H17N (ωB97M-V with the def2-TZVPD basis set)
C -0.26165 0.45297 0.32481
C -1.40110 0.60183 -0.74490
C 0.68109 -0.69771 -0.16338
C 1.49325 -0.79894 -1.28744
C 0.42258 -1.97922 0.31475
C 1.04061 -2.84847 -0.54978
C 0.02399 -2.51151 1.56815
C 1.23484 -4.24318 -0.29917
C 0.16737 -3.80853 1.91746
C 0.80300 -4.64859 0.97755
N 1.70510 -2.14396 -1.54412
H 0.37511 1.29168 0.45174
H -0.70229 0.08712 1.35038
H -2.01897 -0.12572 -0.53022
H 2.01240 -0.01890 -2.01590
H 2.04303 -2.57056 -2.35488
H -0.41216 -1.85260 2.23325
H 1.83646 -4.80277 -0.88507
H -0.07352 -4.17852 2.84814
H 0.72858 -5.74690 1.15496
H -1.16330 0.70875 -1.77678
H -2.13520 1.51902 -0.81067
C -0.36568 4.57072 0.57183
C -1.29396 5.03409 -0.59999
H 0.03651 5.36134 1.26178
H -0.90428 4.02566 1.25857
H 0.61403 4.14011 0.08485
H -0.80430 4.84984 -1.61041
H -1.50569 5.98546 -0.74070
H -2.17591 4.34751 -0.40481
```

<b>
Here is a cluster of 2 separate species, C12H17N in total from OMol25. Energies are from ωB97M-V with the def2-TZVPD basis set.

Properties
Charge   +1
Multiplicity   2
Frontier orbital gap (spin up / spin down)   9.35 / 6.59 eV
LUMO (spin up / spin down)   -3.691 / -6.974 eV
E_HOMO (spin up / spin down)   -0.47913 / -0.49835 Ha

XYZ file:
```
30
C12H17N (ωB97M-V with the def2-TZVPD basis set)
C 0.19703 -2.43438 1.39788
C -0.99215 -0.15852 1.18712
C -0.74187 -1.49263 0.73601
C -2.02958 0.34982 0.36648
C -1.61771 -1.69222 -0.32853
C -0.51458 0.62679 2.22055
C -1.01171 1.91138 2.46386
C -1.96700 2.38312 1.58137
C -2.43998 1.64315 0.47448
N -2.23898 -0.56366 -0.73581
H 0.31076 0.24426 2.81005
H -0.77526 2.49200 3.33625
H -2.47705 3.33827 1.70155
H -0.36355 -3.21269 1.92218
H 0.94315 -1.95084 2.00236
H -1.52569 -2.57708 -0.94440
H -2.99103 -0.46978 -1.40041
H -3.07195 2.09747 -0.27414
H 0.75724 -3.02054 0.66028
C 1.76506 0.61633 -1.23275
C 3.26084 0.36177 -1.55699
C 0.96475 -0.12713 -2.31936
H 1.60710 0.02826 -0.30919
H 1.51120 1.64263 -0.99079
H 3.50813 0.23204 -2.61418
H 3.57327 -0.55407 -1.06434
H 1.33936 0.25714 -3.27809
H 1.06885 -1.20739 -2.26502
H 4.01668 1.06031 -1.15723
H -0.06532 0.17617 -2.38919
```

What should be chosen as the least stable of them? Choose <a>.

<a>
Here is the ion C6H11N with charge -1 from OMol25. Energies are from ωB97M-V with the def2-TZVPD basis set.

Properties
Charge   -1
Multiplicity   2
Frontier orbital gap (spin up / spin down)   2.97 / 8.26 eV
LUMO (spin up / spin down)   4.277 / 4.125 eV
E_HOMO (spin up / spin down)   0.04814 / -0.15182 Ha

XYZ file:
```
18
C6H11N (ωB97M-V with the def2-TZVPD basis set)
C -1.19695 2.31381 1.74466
C -0.09428 1.82546 1.13344
N 0.15226 0.51972 0.93422
C 1.32867 -0.17014 0.47813
C -0.73396 -1.94916 -2.36029
C -0.26444 -1.41602 -0.96899
C 1.01905 -0.99940 -0.68645
H -1.28888 3.39196 1.82173
H -2.03937 1.62433 1.73994
H 0.63920 2.45221 0.73921
H -0.47021 -0.02872 1.44601
H 2.21246 0.48711 0.22899
H 1.60218 -0.75282 1.28578
H -1.37434 -1.20280 -2.87207
H 0.01573 -2.05604 -3.00603
H -1.36170 -2.87402 -2.08428
H -1.11010 -1.12828 -0.35963
H 1.76064 -1.17825 -1.52224
```

<b>
Here is the ion C6H11N with charge -1 from OMol25. Energies are from ωB97M-V with the def2-TZVPD basis set.

Properties
Charge   -1
Multiplicity   2
Frontier orbital gap (spin up / spin down)   2.84 / 8.16 eV
LUMO (spin up / spin down)   4.216 / 4.103 eV
E_HOMO (spin up / spin down)   0.05039 / -0.14916 Ha

XYZ file:
```
18
C6H11N (ωB97M-V with the def2-TZVPD basis set)
C 0.35771 1.06798 1.91312
N -1.99128 0.43115 0.04947
C -0.64223 0.15364 -0.23654
C 0.39760 0.48231 0.53158
C 1.82782 0.06135 0.15718
C -0.80258 -1.82224 -1.72758
C -0.40331 -0.56792 -1.52325
H 0.75962 2.07972 2.00971
H 1.06050 0.51111 2.52078
H -0.68696 1.16474 2.23313
H -2.63280 0.19732 -0.69609
H -2.09180 1.40231 0.34990
H 2.44931 0.03287 1.05172
H 1.86439 -0.93019 -0.28468
H 2.38058 0.77733 -0.46498
H -0.57266 -2.52170 -2.52524
H -1.33276 -2.43934 -0.99099
H 0.05883 -0.08047 -2.36721
```

What should be chosen as the least stable of them? Choose <a>.

<a>
Here is a structure of composition C2H9N4 from OMol25. Energies are from ωB97M-V with the def2-TZVPD basis set.

Properties
Charge   +1
Frontier orbital gap   11.16 eV
LUMO   -3.388 eV
E_HOMO   -0.53467 Ha

XYZ file:
```
15
C2H9N4 (ωB97M-V with the def2-TZVPD basis set)
C -1.30539 1.07212 0.09038
C 0.76616 -0.06497 0.45242
N 0.05512 1.14936 -0.02094
N -0.03572 -1.11989 -0.19634
N 2.04163 -0.01733 -0.09697
N -1.36994 -0.82023 0.09429
H -1.68637 1.36361 0.97662
H -1.63196 1.59290 -0.74131
H 0.65572 -0.26011 1.54730
H 0.72739 1.53913 -0.72479
H 0.26390 -1.21061 -1.16329
H 2.10863 -0.61565 -0.97576
H 2.86437 -0.24190 0.51656
H -1.62435 -1.21777 1.01163
H -1.82919 -1.14867 -0.76978
```

<b>
Here is the ion C2H9N4 with charge +1 from OMol25. Energies are from ωB97M-V with the def2-TZVPD basis set.

Properties
Charge   +1
SMILES   NNCC(N)=[NH2+]
Frontier orbital gap   9.28 eV
LUMO   -3.370 eV
E_HOMO   -0.46485 Ha

XYZ file:
```
15
C2H9N4 (ωB97M-V with the def2-TZVPD basis set)
N -0.70403 -1.02084 1.77864
N -1.53499 -0.44770 0.78059
C -0.76197 0.65843 0.11670
C 0.55931 0.34998 -0.91844
N 1.13793 -0.77850 -0.56186
N 1.10788 1.21963 -1.69919
H -0.93589 -1.95808 1.86431
H -0.81977 -0.35233 2.50342
H -1.94422 -0.97559 0.03148
H -0.07116 0.92379 1.10391
H -1.40224 1.48155 -0.10500
H 2.11437 -1.10211 -0.86300
H 0.66954 -1.19551 0.18237
H 0.73383 2.17798 -1.87814
H 1.85142 1.01932 -2.33580
```

What should be chosen as the least stable of them? Choose <a>.

<a>
Here is an isolated molecule of C3H4NP from OMol25. Energies are from ωB97M-V with the def2-TZVPD basis set.

Properties
SMILES   [H]/P=C/CC#N
Frontier orbital gap   9.65 eV
LUMO   -0.310 eV
E_HOMO   -0.36602 Ha

XYZ file:
```
9
C3H4NP (ωB97M-V with the def2-TZVPD basis set)
H -0.12242 2.04697 -1.71560
P 0.69035 1.66855 -0.47711
C 0.02452 0.08862 -0.43884
C 0.50092 -0.94313 0.59099
C 0.65057 -2.14830 -0.17132
N 0.58994 -3.15864 -0.73651
H -0.61150 -0.14124 -1.23707
H -0.41262 -1.20933 1.25172
H 1.29846 -0.56553 1.23778
```

<b>
Here is an isolated molecule of C3H4NP from OMol25. Energies are from ωB97M-V with the def2-TZVPD basis set.

Properties
SMILES   C1=NC=[PH]=C1
Frontier orbital gap   9.38 eV
LUMO   0.001 eV
E_HOMO   -0.34471 Ha

XYZ file:
```
9
C3H4NP (ωB97M-V with the def2-TZVPD basis set)
C 0.57588 0.51626 0.88852
N -0.74203 0.45245 1.01399
C -1.30891 -0.01877 -0.04733
P -0.26395 -0.45519 -1.42887
C 1.24522 0.22765 -0.27559
H 1.09712 0.88839 1.70492
H -2.35650 -0.24897 -0.08014
H -0.47588 -1.80334 -1.20195
H 2.22905 0.44151 -0.57354
```

What should be chosen as the least stable of them? Choose <b>.